No. 1
A structure of composition C25H27BNO5PPdS. Source: the Open Molecules 2025 dataset; level of theory: ωB97M-V with the def2-TZVPD basis set.

The geometry in ORCA input format:
```
! wB97M-V def2-TZVPD RIJCOSX def2/J DEFGRID3
* xyz 2 5
Pd -0.398 0.169 1.026
O 3.484 0.294 2.320
S 2.303 0.760 1.692
O 1.061 0.782 2.530
O 1.930 0.207 0.383
C 2.529 2.488 1.300
C 3.695 3.131 1.588
C 3.850 4.485 1.208
C 2.818 5.182 0.553
C 1.649 4.534 0.268
C 1.468 3.172 0.647
P -0.157 2.403 0.205
C -0.064 2.627 -1.577
C -0.543 3.769 -2.234
C -0.391 3.877 -3.602
C 0.248 2.867 -4.317
C 0.738 1.741 -3.667
C 0.588 1.616 -2.297
C -1.330 3.528 0.964
C -2.576 3.756 0.379
C -3.505 4.547 1.035
C -3.202 5.098 2.275
C -1.972 4.849 2.871
C -1.037 4.057 2.225
H 4.494 2.611 2.100
H 4.785 4.986 1.426
H 2.963 6.218 0.281
H 0.842 5.048 -0.236
H -1.045 4.556 -1.686
H -0.772 4.747 -4.118
H 0.364 2.961 -5.389
H 1.235 0.960 -4.225
H 0.978 0.743 -1.787
H -2.825 3.326 -0.584
H -4.467 4.737 0.577
H -3.929 5.719 2.780
H -1.743 5.265 3.843
H -0.096 3.838 2.717
N -3.447 0.357 2.221
C -2.326 0.380 1.967
H -4.413 0.388 2.494
C 0.767 -4.596 -0.942
C 0.414 -4.240 0.488
C 1.219 -5.042 1.481
O 0.808 -2.789 0.651
B -0.335 -2.152 0.424
O -1.494 -2.802 0.308
C -1.123 -4.198 0.767
C -1.943 -5.174 -0.041
C -1.476 -4.249 2.239
H 1.827 -4.408 -1.103
H 0.193 -4.013 -1.663
H 0.577 -5.653 -1.131
H 2.274 -5.002 1.215
H 0.905 -6.087 1.457
H 1.100 -4.666 2.494
H -1.815 -5.021 -1.110
H -2.997 -5.066 0.207
H -1.644 -6.195 0.202
H -0.895 -3.537 2.827
H -1.291 -5.246 2.640
H -2.536 -4.031 2.362
*
```

Values from the calculation:
**Energy relative to the best compared isomer or geometry (same formula, charge and spin)**: 0.575 eV
**HOMO (spin up / spin down)**: -13.65 / -15.27 eV

No. 2
A structure of composition C25H27BrN3O5RuS at a distorted geometry. Source: the Open Molecules 2025 dataset; level of theory: ωB97M-V with the def2-TZVPD basis set.

The geometry in ORCA input format:
```
! wB97M-V def2-TZVPD RIJCOSX def2/J DEFGRID3
* xyz 1 5
Ru 0.542 0.486 0.471
O 1.652 -0.488 4.209
C 1.456 -0.411 3.020
N 0.719 0.545 2.384
C 0.331 1.727 3.157
C 0.200 2.902 2.227
C -0.554 4.012 2.555
C -0.693 5.024 1.622
C -0.054 4.910 0.397
C 0.697 3.783 0.156
N 0.825 2.797 1.050
C 2.114 -1.356 2.034
C 2.920 -2.371 2.588
C 3.757 -3.289 1.931
C 3.671 -3.630 0.618
C 2.575 -3.189 -0.302
N 1.962 -0.969 0.785
H 1.105 1.920 3.896
H -0.593 1.555 3.703
H -1.046 4.066 3.519
H -1.307 5.888 1.843
H -0.158 5.668 -0.367
H 1.223 3.655 -0.782
H 2.933 -2.354 3.673
H 4.522 -3.761 2.538
H 4.428 -4.289 0.202
H 2.832 -3.480 -1.313
C -2.423 0.777 -3.028
C -1.124 0.510 -3.764
S 0.295 1.153 -2.880
O 0.348 0.340 -1.583
C 1.604 0.490 -3.940
C 2.572 1.591 -4.365
H -3.259 0.455 -3.650
H -2.558 1.835 -2.790
H -2.458 0.213 -2.103
H -1.079 1.006 -4.738
H -0.933 -0.559 -3.892
H 1.125 0.011 -4.793
H 2.091 -0.261 -3.321
H 2.069 2.377 -4.933
H 3.344 1.163 -5.005
H 3.062 2.045 -3.502
Br -1.725 -3.646 2.547
C -2.851 -2.385 1.685
C -4.159 -2.718 1.393
C -4.968 -1.767 0.778
C -4.470 -0.507 0.469
C -3.146 -0.194 0.752
C -2.338 -1.142 1.368
C -2.615 1.174 0.371
O -3.376 2.065 0.055
O -1.307 1.324 0.386
H -4.544 -3.698 1.645
H -5.995 -2.016 0.542
H -5.092 0.250 0.007
H -1.323 -0.916 1.622
C 1.192 -3.785 0.056
C 2.529 -1.673 -0.333
O 2.914 -1.045 -1.276
H 1.174 -4.847 -0.188
H 0.406 -3.295 -0.523
H 0.958 -3.678 1.115
*
```

Values from the calculation:
**HOMO (spin up / spin down)**: -11.40 / -11.40 eV

No. 3
A structure of composition C25H27ClCrN2O6S6 at a distorted geometry. Source: the Open Molecules 2025 dataset; level of theory: ωB97M-V with the def2-TZVPD basis set.

The geometry in ORCA input format:
```
! wB97M-V def2-TZVPD RIJCOSX def2/J DEFGRID3
* xyz -1 2
Cr 0.196 0.009 0.127
C -1.083 -0.375 4.095
C -1.247 -0.192 2.606
O -0.189 -0.163 1.916
C -2.548 -0.022 2.023
C -3.704 -0.024 2.833
C -4.964 0.135 2.313
C -5.116 0.313 0.931
C -4.019 0.311 0.107
C -2.702 0.144 0.606
O -1.725 0.109 -0.243
H -0.022 -0.459 4.314
H -1.605 -1.262 4.460
H -1.475 0.497 4.623
H -3.585 -0.146 3.902
H -5.832 0.128 2.960
H -6.102 0.460 0.508
H -4.120 0.442 -0.964
S 2.270 7.607 1.048
C 1.991 5.995 1.183
S 2.501 5.030 2.519
C 1.776 3.480 2.038
C 1.090 3.521 0.818
S 0.039 2.416 0.021
S 1.150 5.067 -0.014
S 1.977 2.215 3.099
N 4.050 -0.720 -1.751
C 3.153 -1.023 -0.805
N 2.687 -2.284 -0.787
S 2.727 0.096 0.386
H 4.152 -1.320 -2.554
H 4.353 0.235 -1.833
H 2.356 -2.620 -1.697
H 1.999 -2.429 -0.066
C -2.499 -3.148 -0.353
C -1.893 -3.968 0.789
C -0.538 -3.286 1.031
O -0.303 -2.387 -0.062
C -1.255 -2.683 -1.094
H -3.035 -2.286 0.039
H -3.168 -3.722 -0.992
H -1.748 -5.000 0.466
H -2.507 -3.962 1.688
H 0.269 -4.025 1.071
H -0.520 -2.701 1.951
H -0.852 -3.467 -1.745
H -1.420 -1.781 -1.673
C 1.310 2.647 -3.480
C 2.459 1.819 -3.963
C 3.761 2.224 -3.679
C 4.855 1.511 -4.136
Cl 6.464 2.065 -3.768
C 4.685 0.364 -4.893
C 3.396 -0.058 -5.163
C 2.287 0.651 -4.710
O 1.080 0.167 -5.140
C 0.047 -0.122 -4.194
C 0.609 -0.899 -2.985
O 1.049 -2.039 -3.205
O 0.602 -0.276 -1.878
H 1.658 3.613 -3.117
H 0.805 2.153 -2.652
H 0.585 2.821 -4.277
H 3.919 3.130 -3.108
H 5.539 -0.186 -5.263
H 3.217 -0.953 -5.745
H -0.642 -0.760 -4.746
H -0.478 0.766 -3.843
*
```

Values from the calculation:
**Energy relative to the best compared isomer or geometry (same formula, charge and spin)**: 1.128 eV
**HOMO (spin up / spin down)**: -3.33 / -3.21 eV

No. 4
The ion C25H27F13NO5 with charge +1 at a distorted geometry. Source: the Open Molecules 2025 dataset; level of theory: ωB97M-V with the def2-TZVPD basis set.

The geometry in ORCA input format:
```
! wB97M-V def2-TZVPD RIJCOSX def2/J DEFGRID3
* xyz 1 1
C 0.550 5.242 7.150
C -0.160 5.461 6.003
C -1.227 4.571 5.559
O -1.391 3.470 6.028
O -1.998 5.037 4.532
C -1.924 4.232 3.350
C -2.328 5.077 2.141
C -3.136 4.287 1.084
C -2.413 4.232 -0.261
C -3.029 3.212 -1.230
C -2.046 2.711 -2.281
O -2.237 1.297 -2.526
C -1.125 0.596 -2.837
O -0.810 0.303 -3.946
C -0.358 0.130 -1.626
C 0.644 0.921 -1.066
C 1.313 0.484 0.053
N 1.008 -0.697 0.598
O 1.687 -1.020 1.735
C 2.160 -2.404 1.776
C 1.344 -3.218 2.755
C 0.059 -1.485 0.080
C -0.641 -1.115 -1.051
C -1.675 -2.058 -1.625
C -1.230 -2.670 -2.974
C -1.030 -4.174 -2.929
F -2.052 -4.717 -2.201
F -1.113 -4.697 -4.162
C 0.264 -4.678 -2.228
F 0.383 -5.991 -2.478
F 0.138 -4.493 -0.890
C 1.571 -3.994 -2.707
F 1.632 -2.734 -2.203
F 1.524 -3.951 -4.045
C 2.873 -4.754 -2.282
F 3.177 -5.638 -3.235
F 2.654 -5.438 -1.140
C 4.119 -3.855 -2.018
F 5.129 -4.715 -1.809
F 3.958 -3.139 -0.886
C 4.565 -2.894 -3.172
F 4.262 -3.394 -4.362
F 4.016 -1.687 -3.018
F 5.885 -2.745 -3.099
H 0.077 5.234 8.127
H 1.626 5.088 7.118
H 0.080 6.328 5.389
H -2.540 3.336 3.448
H -0.890 3.889 3.237
H -2.877 5.940 2.513
H -1.413 5.443 1.672
H -3.371 3.289 1.458
H -4.086 4.812 0.966
H -2.492 5.225 -0.709
H -1.353 4.024 -0.083
H -3.473 2.377 -0.684
H -3.866 3.708 -1.724
H -1.026 2.955 -1.977
H -2.220 3.233 -3.223
H 0.922 1.871 -1.497
H 2.092 1.062 0.527
H 2.227 -2.827 0.775
H 3.180 -2.326 2.150
H 0.362 -3.510 2.385
H 1.889 -4.095 3.097
H 1.174 -2.600 3.639
H -0.153 -2.424 0.567
H -1.890 -2.814 -0.875
H -2.582 -1.467 -1.765
H -2.022 -2.500 -3.704
H -0.362 -2.159 -3.385
*
```

Values from the calculation:
**Structure (SMILES)**: C=CC(=O)OCCCCCCOC(=O)c1cc[n+](OCC)cc1CCC(F)(F)C(F)(F)C(F)(F)C(F)(F)C(F)(F)C(F)(F)F
**HOMO**: -10.80 eV

No. 5
An isolated molecule of C25H27FN4O4S at a distorted geometry. Source: the Open Molecules 2025 dataset; level of theory: ωB97M-V with the def2-TZVPD basis set.

The geometry in ORCA input format:
```
! wB97M-V def2-TZVPD RIJCOSX def2/J DEFGRID3
* xyz 0 1
C -2.093 6.114 0.441
O -0.765 5.834 0.072
C -0.372 4.533 -0.008
C -1.187 3.435 0.249
C -0.674 2.155 0.147
C 0.651 1.943 -0.209
C 1.198 0.544 -0.285
C 0.383 -0.237 -1.342
O -0.744 -0.623 -1.113
N 1.006 -0.284 -2.536
C 0.566 -1.066 -3.688
C 0.831 -2.550 -3.437
C -0.897 -0.788 -4.017
N 1.060 -0.145 1.000
C 1.201 -1.494 0.962
O 1.449 -2.057 -0.090
C 1.003 -2.266 2.252
C -0.143 -3.269 2.029
C -1.361 -2.503 1.577
O -1.878 -1.626 2.237
N -1.892 -2.787 0.344
C -1.581 -3.744 -0.574
N -0.783 -4.743 -0.433
C -0.751 -5.525 -1.540
C -1.557 -5.138 -2.557
S -2.411 -3.700 -2.131
C 1.038 0.668 2.158
C -0.068 0.742 2.998
C -0.062 1.596 4.088
C 1.034 2.399 4.349
C 2.143 2.343 3.524
C 2.133 1.480 2.447
F 3.226 1.423 1.653
C 1.459 3.041 -0.479
C 0.956 4.321 -0.379
H -2.321 5.733 1.442
H -2.806 5.698 -0.277
H -2.176 7.200 0.442
H -2.220 3.562 0.531
H -1.312 1.306 0.336
H 2.257 0.565 -0.574
H 1.989 -0.062 -2.536
H 1.181 -0.724 -4.531
H 0.403 -2.835 -2.481
H 0.396 -3.157 -4.226
H 1.900 -2.744 -3.392
H -1.537 -1.137 -3.214
H -1.168 -1.298 -4.938
H -1.054 0.280 -4.146
H 0.777 -1.603 3.085
H 1.920 -2.818 2.466
H -0.371 -3.773 2.969
H 0.142 -4.001 1.275
H -2.566 -2.096 0.031
H -0.107 -6.385 -1.539
H -1.702 -5.595 -3.513
H -0.928 0.124 2.792
H -0.929 1.637 4.730
H 1.030 3.071 5.194
H 3.014 2.954 3.702
H 2.493 2.895 -0.756
H 1.576 5.180 -0.581
*
```

Values from the calculation:
**Energy relative to the best compared isomer or geometry (same formula, charge and spin)**: 0.958 eV
**Structure (SMILES)**: COc1ccc([C@H](C(=O)NC(C)C)N(C(=O)CCC(=O)Nc2nccs2)c2ccccc2F)cc1
**HOMO**: -8.34 eV

No. 6
A structure of composition C25H27LuN6O2PS3 at a distorted geometry. Source: the Open Molecules 2025 dataset; level of theory: ωB97M-V with the def2-TZVPD basis set.

The geometry in ORCA input format:
```
! wB97M-V def2-TZVPD RIJCOSX def2/J DEFGRID3
* xyz 1 1
Lu 0.119 -0.041 -1.421
C -4.084 -4.865 3.980
C -3.462 -3.684 3.297
C -2.216 -3.807 2.595
C -1.688 -2.772 1.846
C -2.388 -1.604 1.730
C -3.608 -1.414 2.381
C -4.112 -2.431 3.218
S -1.726 -0.236 0.830
O -2.212 1.008 1.398
O -0.208 -0.291 0.703
N -2.266 -0.517 -0.653
C -2.160 -1.780 -1.209
C -3.140 -2.802 -1.060
C -2.839 -4.065 -1.553
C -1.777 -4.221 -2.504
C -0.978 -3.104 -2.763
N -1.061 -1.969 -2.004
H -4.815 -5.355 3.374
H -4.640 -4.514 4.891
H -3.346 -5.586 4.317
H -1.673 -4.743 2.682
H -0.740 -2.888 1.335
H -4.070 -0.457 2.297
H -5.068 -2.226 3.675
H -3.939 -2.595 -0.336
H -3.432 -4.943 -1.278
H -1.442 -5.183 -2.942
H -0.185 -3.134 -3.526
S 1.122 0.801 -3.726
C 2.344 -0.013 -2.838
N 2.176 -0.572 -1.606
C 3.308 -1.155 -1.047
C 3.501 -1.905 0.147
C 4.755 -2.477 0.417
C 5.853 -2.267 -0.461
C 5.686 -1.525 -1.623
C 4.414 -1.010 -1.919
S 3.996 -0.148 -3.340
H 2.694 -2.032 0.820
H 4.923 -3.056 1.323
H 6.832 -2.665 -0.221
H 6.487 -1.312 -2.331
C -0.363 5.571 0.525
N -0.271 5.511 -0.960
C 1.114 5.779 -1.293
N 2.064 4.811 -0.698
C 1.921 4.851 0.754
N 0.552 4.630 1.220
C 0.168 3.254 0.987
P 0.269 2.772 -0.893
C -0.725 4.241 -1.520
C 1.997 3.488 -1.250
H -1.417 5.410 0.841
H -0.166 6.613 0.726
H 1.385 6.788 -0.948
H 1.174 5.636 -2.358
H 2.203 5.867 1.096
H 2.581 4.088 1.234
H -0.842 2.999 1.324
H 0.905 2.581 1.453
H -1.797 4.028 -1.371
H -0.631 4.262 -2.608
H 2.125 3.508 -2.358
H 2.816 2.868 -0.800
*
```

Values from the calculation:
**HOMO**: -10.68 eV